{"formula": "C2H3NOS2", "method": "ωB97M-V/def2-TZVPD", "species": ["C", "C", "N", "O", "S", "S", "H", "H", "H"], "positions_angstrom": [[-0.50081, -1.20083, 1.57398], [0.50056, 0.42940, -1.00450], [-0.92540, 0.04507, 1.32022], [0.17413, -1.92813, 0.87746], [-0.63030, 0.98238, 0.08498], [1.03332, 1.32696, -2.36612], [-0.87431, -1.51306, 2.57011], [0.96512, -0.53702, -0.89153], [0.25769, 2.39524, -2.16460]], "de_lowest_kj_mol": 197.8, "homo_ev": [-8.738, -8.739], "e_tot_ev": -27328.727, "homo_lumo_gap_ev": [7.79, 7.79]}

---

{"formula": "C2H3F2N", "method": "ωB97M-V/def2-TZVPD", "species": ["C", "C", "N", "F", "F", "H", "H", "H"], "positions_angstrom": [[1.35168, 0.37175, 0.08177], [-0.89143, -0.86795, -0.06346], [0.07671, -0.04404, 0.02886], [-2.14164, -0.54544, 0.01240], [-1.17435, 1.49001, -0.09710], [1.93570, 0.55150, 1.03301], [1.66165, 0.90937, -0.80056], [-0.81832, -1.86520, -0.19491]], "de_lowest_kj_mol": 360.9, "homo_ev": [-8.834, -9.198], "e_tot_ev": -9042.898, "homo_lumo_gap_ev": [8.24, 8.63]}

---

{"formula": "C5H4N2O", "method": "ωB97M-V/def2-TZVPD", "species": ["O", "C", "C", "C", "C", "C", "N", "N", "H", "H", "H", "H"], "positions_angstrom": [[-2.00980, 0.04018, 1.06725], [-1.46206, 0.70160, 0.25347], [-0.26033, 1.28140, -0.29134], [1.04671, 0.73675, 0.10111], [1.16534, -0.58725, 0.26590], [0.02064, -1.45121, 0.00521], [-1.04132, -1.07170, -0.57525], [-1.18008, 0.23256, -1.02202], [-0.31067, 2.24212, -0.78117], [1.87913, 1.41849, 0.17458], [2.10870, -1.05512, 0.49641], [0.04374, -2.48781, 0.30585]], "de_lowest_kj_mol": 393.3, "homo_ev": -9.105, "e_tot_ev": -10272.686, "homo_lumo_gap_ev": 8.90}

---

{"formula": "C24H48AsF6O24Rb", "method": "ωB97M-V/def2-TZVPD", "species": ["Rb", "As", "F", "F", "F", "F", "F", "F", "C", "O", "C", "O", "O", "C", "H", "H", "H", "H", "H", "H", "C", "O", "C", "O", "O", "C", "H", "H", "H", "H", "H", "H", "C", "O", "C", "O", "O", "C", "H", "H", "H", "H", "H", "H", "C", "O", "C", "O", "O", "C", "H", "H", "H", "H", "H", "H", "C", "O", "C", "O", "O", "C", "H", "H", "H", "H", "H", "H", "C", "O", "C", "O", "O", "C", "H", "H", "H", "H", "H", "H", "C", "O", "C", "O", "O", "C", "H", "H", "H", "H", "H", "H", "C", "O", "C", "O", "O", "C", "H", "H", "H", "H", "H", "H"], "positions_angstrom": [[-4.29520, 3.39464, 0.71170], [-0.97315, 0.56670, -0.68196], [-0.83888, 1.80872, -1.92680], [0.22909, -0.53472, -1.36666], [-1.18508, -0.66398, 0.61583], [-2.16196, 1.67376, 0.02650], [-2.27183, -0.13636, -1.62244], [0.34537, 1.40994, 0.20632], [-2.66203, -3.32451, -1.76361], [-2.26001, -4.01853, -2.93667], [-2.50787, -3.39314, -4.16614], [-2.93426, -2.30773, -4.36238], [-2.19362, -4.29548, -5.04411], [-2.37829, -4.12818, -6.45934], [-3.57597, -3.79942, -1.40685], [-2.89580, -2.26378, -1.67237], [-1.95223, -3.56734, -0.97284], [-1.98613, -4.88814, -7.13518], [-2.11087, -3.14247, -6.84010], [-3.46521, -4.19679, -6.50400], [-0.17733, 3.77943, 1.75706], [-0.29693, 4.18216, 3.13102], [-1.53804, 4.16299, 3.72920], [-2.55645, 3.78378, 3.12732], [-1.53330, 4.66922, 4.95069], [-2.80968, 4.88514, 5.54076], [-0.29457, 4.62860, 1.08382], [-0.83260, 2.96021, 1.46108], [0.83829, 3.41759, 1.59678], [-3.44994, 4.00629, 5.61698], [-3.36498, 5.71097, 5.09607], [-2.75414, 5.11482, 6.60484], [4.38529, -1.36913, 3.78182], [3.30857, -1.75129, 2.95828], [2.80538, -3.00204, 3.05823], [3.14344, -3.82259, 3.92350], [1.76642, -3.23622, 2.22650], [1.22614, -2.34733, 1.26468], [3.97034, -1.03452, 4.73259], [4.86084, -0.50797, 3.31239], [5.16836, -2.10955, 3.94513], [1.47212, -2.63831, 0.24344], [1.51177, -1.32418, 1.50895], [0.14503, -2.47815, 1.31150], [0.16316, 4.91163, -2.40631], [0.75146, 6.12304, -1.83200], [-0.11399, 7.00924, -1.37105], [-1.20446, 6.67095, -0.80513], [0.48090, 8.19985, -1.34415], [0.01051, 9.16096, -0.42315], [0.86257, 4.44276, -3.09847], [-0.71618, 5.19849, -2.98300], [-0.23259, 4.30029, -1.59530], [0.47601, 10.14102, -0.52748], [0.09260, 8.82192, 0.60953], [-1.03955, 9.37142, -0.62608], [-5.79255, 0.17572, 4.62225], [-4.69387, -0.21276, 3.95286], [-3.54475, 0.27119, 4.22175], [-3.27207, 1.03229, 5.16313], [-2.70687, -0.04559, 3.20498], [-1.40180, 0.32387, 3.36539], [-5.54709, 0.27503, 5.67960], [-6.57961, -0.57190, 4.52367], [-6.15974, 1.02035, 4.03927], [-1.27284, 1.38295, 3.14218], [-0.66234, -0.26849, 2.82650], [-0.99367, 0.19414, 4.36774], [-1.55710, -3.06447, 3.58772], [-0.62307, -2.33898, 4.29801], [-0.05343, -2.74144, 5.38640], [-0.18365, -3.80659, 5.85446], [0.69577, -1.80662, 5.92542], [1.63502, -2.10443, 6.94058], [-1.78781, -2.62670, 2.61653], [-2.50078, -3.11081, 4.13124], [-1.15385, -4.05117, 3.35989], [2.54379, -2.38987, 6.41071], [1.37148, -2.95353, 7.57119], [1.87584, -1.18426, 7.47293], [1.67730, -4.19659, -8.43911], [1.80349, -4.06891, -7.00447], [1.33359, -2.97701, -6.31331], [0.98795, -2.00288, -6.87694], [1.41230, -3.27283, -4.88878], [0.91999, -2.24445, -4.00952], [2.52082, -4.82368, -8.72779], [1.52998, -3.27251, -8.99810], [0.75381, -4.75455, -8.59381], [-0.16870, -2.20007, -3.97976], [1.26715, -1.23968, -4.25037], [1.25738, -2.45651, -2.99498], [2.98519, 0.48895, -3.02601], [3.88815, 0.66059, -4.07425], [4.99747, -0.00770, -4.24111], [5.80290, 0.22606, -5.13559], [5.08272, -1.03742, -3.37889], [5.81038, -2.16682, -3.83439], [3.29790, 0.87527, -2.05593], [2.75726, -0.55346, -2.80344], [2.03585, 0.90064, -3.36859], [6.89238, -2.10688, -3.95175], [5.43946, -2.40083, -4.83227], [5.62968, -2.99130, -3.14469]], "s2": 0.7571, "charge": 1, "spin_multiplicity": 2, "homo_ev": [-11.908, -11.908], "e_tot_ev": -152595.952, "homo_lumo_gap_ev": [9.10, 1.94]}

---

{"formula": "C32H45BrN2O2", "method": "ωB97M-V/def2-TZVPD", "species": ["C", "C", "C", "C", "C", "C", "C", "C", "C", "C", "O", "C", "C", "C", "C", "C", "C", "Br", "C", "C", "C", "C", "O", "H", "H", "H", "H", "H", "H", "H", "H", "H", "H", "H", "H", "H", "H", "H", "C", "C", "N", "C", "C", "C", "C", "H", "H", "H", "H", "H", "H", "H", "H", "H", "H", "H", "H", "H", "H", "H", "C", "C", "N", "C", "C", "C", "C", "H", "H", "H", "H", "H", "H", "H", "H", "H", "H", "H", "H", "H", "H", "H"], "positions_angstrom": [[5.82995, 4.50402, 0.76176], [5.31048, 3.39795, 0.88164], [4.69881, 1.94817, 1.01530], [3.13488, 1.96794, 1.24794], [2.42506, 2.80634, 2.26619], [0.92686, 2.83582, 2.46510], [0.09624, 1.93034, 1.60949], [0.82358, 1.04660, 0.60327], [2.30139, 1.05869, 0.39060], [-0.11978, 0.07650, -0.23336], [0.06308, -0.16336, -1.41830], [-1.30461, -0.55917, 0.61792], [-1.68832, -2.00343, 0.46716], [-2.80207, -2.52319, 1.32290], [-3.16194, -4.07458, 1.18220], [-2.43373, -4.80490, 2.41926], [-0.84019, -4.78692, 2.29131], [-3.19025, -6.59374, 2.81166], [-3.57268, -1.63580, 2.29182], [-3.17458, -0.18887, 2.43026], [-2.03708, 0.33126, 1.61488], [-1.48867, 1.82243, 1.70104], [-2.22057, 2.78870, 1.85040], [6.56417, 5.28727, 0.42234], [4.90368, 1.43596, 0.01581], [5.26239, 1.32690, 1.78382], [3.06304, 3.46491, 2.93111], [0.46529, 3.49795, 3.25148], [2.70232, 0.37140, -0.41607], [-1.08204, -2.61366, -0.26463], [-4.29179, -4.19713, 1.26167], [-2.84687, -4.49940, 0.18404], [-2.66863, -4.15693, 3.32897], [-0.35006, -5.67651, 2.81017], [-0.44934, -3.86664, 2.84169], [-0.50549, -4.79916, 1.20725], [-4.40101, -2.13399, 2.86480], [-3.73100, 0.47012, 3.15232], [-3.75979, -10.33084, -3.16689], [-3.07567, -9.04525, -3.61380], [-3.73065, -7.83759, -3.13116], [-3.26797, -6.62282, -3.79328], [-1.80797, -6.21753, -3.59106], [-3.90727, -7.73383, -1.68738], [-2.65855, -7.81607, -0.80931], [-4.81894, -10.32760, -3.43559], [-3.29262, -11.18891, -3.65669], [-3.67425, -10.48562, -2.08903], [-3.09130, -9.03890, -4.70858], [-2.01872, -9.08269, -3.31675], [-3.91022, -5.78549, -3.49984], [-3.43858, -6.74114, -4.86914], [-1.63400, -5.81055, -2.59432], [-1.54589, -5.42800, -4.30105], [-1.11694, -7.04585, -3.75798], [-4.59453, -8.52568, -1.37126], [-4.44236, -6.80743, -1.45441], [-1.99321, -8.63242, -1.09909], [-2.95374, -7.99382, 0.22869], [-2.09232, -6.88426, -0.82113], [1.73602, 6.85488, 1.18660], [1.86502, 8.03230, 0.22794], [2.62859, 9.14776, 0.77184], [2.50024, 10.37365, -0.00847], [3.04550, 10.36504, -1.43637], [3.97561, 8.83945, 1.23524], [4.94814, 8.21817, 0.23271], [1.32873, 7.17361, 2.14951], [1.05786, 6.10752, 0.76688], [2.69566, 6.36193, 1.35982], [0.84967, 8.37730, 0.00711], [2.28634, 7.67373, -0.72093], [2.96302, 11.20059, 0.54074], [1.43633, 10.63145, -0.05588], [4.13517, 10.39800, -1.45490], [2.69690, 11.25599, -1.96633], [2.71031, 9.49684, -2.00682], [3.89344, 8.16045, 2.09064], [4.42980, 9.74290, 1.65442], [4.49792, 7.40504, -0.34090], [5.80502, 7.79892, 0.76878], [5.34275, 8.95848, -0.46299]], "homo_ev": -8.053, "e_tot_ev": -111024.363, "homo_lumo_gap_ev": 7.07}

---

{"formula": "C5H6O", "method": "ωB97M-V/def2-TZVPD", "species": ["C", "C", "C", "O", "C", "C", "H", "H", "H", "H", "H", "H"], "positions_angstrom": [[1.09635, -0.66919, -1.18751], [0.03251, -0.73205, -0.17087], [-1.21446, -0.86074, 0.19246], [-2.20853, -0.55112, 0.82159], [-0.70977, 1.56809, 1.53241], [0.32657, 1.72979, 0.93720], [0.91946, -1.42664, -1.95822], [2.08629, -0.85317, -0.75610], [1.10822, 0.29934, -1.70401], [-1.06286, -1.94520, -0.27828], [-1.62629, 1.37455, 2.04431], [1.25251, 2.06633, 0.52701]], "de_lowest_kj_mol": 544.1, "homo_ev": -8.823, "e_tot_ev": -7323.645, "homo_lumo_gap_ev": 8.94}